Entry from the OMol25 dataset: the molecule C4H10N2O in a non-equilibrium geometry (wB97M-V/def2-TZVPD).

XYZ file:
```
17
Properties=species:S:1:pos:R:3:forces:R:3
C 0.53966 -2.67773 1.37568 1.7 -1.2 2.4
C 1.15861 -1.37402 0.98785 0.4 2.7 -1.2
N 0.24638 -0.78742 -0.07164 -0.8 -2.0 0.4
C -0.10041 0.53037 -0.10634 -0.6 1.9 1.1
O 0.05146 1.35983 0.82392 0.2 -1.9 -2.6
C -0.80488 0.87245 -1.46810 1.3 2.5 0.1
N -0.94544 2.37896 -1.60012 1.3 -0.7 2.2
H -0.47069 -2.54036 1.76576 0.1 -0.2 0.1
H 0.54520 -3.43205 0.57165 -0.1 0.6 0.0
H 1.23826 -3.13811 2.18455 -1.5 0.6 -1.1
H 2.18096 -1.56620 0.54441 -1.1 0.3 0.2
H 1.33814 -0.45677 1.70910 -0.7 -2.4 -0.6
H -0.62982 -1.39256 -0.27313 2.3 1.2 0.0
H -0.16110 0.61467 -2.35131 -0.7 -0.5 1.1
H -1.76152 0.37469 -1.46058 -0.3 -0.3 -0.3
H -0.65797 2.77052 -0.65211 -0.3 -0.6 -1.5
H -1.89768 2.64031 -1.66193 -1.2 0.1 -0.3
```
Positions in Å, forces in eV/Å.

Results
Lowest unoccupied orbital energy, eV: 0.7384
SMILES: CCNC(=O)CN
Net charge: 0
Orbital gap, Eh: 0.376
DFT total energy, eV: -9337.038
Energy relative to the best compared isomer or geometry (same formula, charge and spin), kcal/mol: 44.9
Maximum force, eV/A: 3.225

Entry from the OMol25 dataset: a cluster of 2 separate species, C4H10N2O in total in a non-equilibrium geometry (wB97M-V/def2-TZVPD).

XYZ file:
```
17
Properties=species:S:1:pos:R:3:forces:R:3
C -1.22824 1.62594 -0.14249 0.3 -0.1 0.1
C -0.63974 0.73881 -1.19666 1.2 0.0 0.3
N -1.33109 -0.36186 -1.53402 0.0 0.0 -0.2
C 1.19526 0.73741 -1.23418 -1.6 0.4 -0.2
N 0.34616 1.21969 -2.08552 0.3 -0.1 -0.1
H -1.79125 1.04235 0.58243 -0.1 0.0 0.0
H -1.87682 2.35677 -0.63524 -0.1 -0.1 0.0
H -0.43780 2.16293 0.37489 0.0 0.0 0.0
H -1.70770 -0.93759 -0.79601 0.0 0.1 0.0
H -1.03328 -0.84867 -2.36657 0.1 0.0 0.2
H 2.25310 0.77365 -1.51305 0.0 -0.1 0.0
C 1.13200 -1.63575 2.03175 0.2 0.1 0.2
O 0.35055 -1.21876 0.92912 0.2 0.4 0.1
H 1.16707 -0.88009 2.82934 -0.2 -0.1 -0.1
H 0.69105 -2.54982 2.43403 0.1 0.1 0.0
H 2.17479 -1.83931 1.75470 -0.1 -0.1 -0.1
H 0.73592 -0.38570 0.56749 -0.2 -0.6 -0.2
```
Positions in Å, forces in eV/Å.

Results
Lowest unoccupied orbital energy, eV: 0.9720
SMILES: C[C@]1(N)C=N1.CO
Net charge: 0
Orbital gap, Eh: 0.326
DFT total energy, eV: -9334.607
Energy relative to the best compared isomer or geometry (same formula, charge and spin), kcal/mol: 101.0
Maximum force, eV/A: 1.674

Entry from the OMol25 dataset: a structure of composition C4H10N2O (wB97M-V/def2-TZVPD).

XYZ file:
```
17
Properties=species:S:1:pos:R:3:forces:R:3
C 1.14627 -0.27744 -0.77198 -0.2 0.0 0.2
C -1.65762 -0.33910 -0.58301 0.2 0.0 0.0
C 1.76842 -0.82277 0.47752 -0.2 -0.1 -0.1
N 0.91909 1.02066 -0.85677 -0.6 0.0 0.4
C -1.62291 0.31435 0.76940 0.3 0.3 0.1
O -0.63180 -1.24907 -0.47979 0.4 0.2 -0.1
N -0.82952 1.30139 1.00145 -0.1 -0.4 0.0
H 1.34604 -0.84350 -1.67923 -0.1 0.0 0.1
H 0.67923 1.32070 -1.79590 0.0 0.0 0.1
H 0.08419 1.41349 0.13612 0.4 -0.2 -0.7
H -0.69561 1.58162 1.96698 -0.1 -0.1 0.0
H -2.63281 -0.81629 -0.76403 0.1 0.0 0.0
H -1.50918 0.42846 -1.36747 0.0 0.0 0.1
H -2.15728 -0.16768 1.58767 -0.1 0.1 0.0
H 1.55323 -1.88379 0.57493 0.0 0.0 0.0
H 2.85182 -0.67410 0.42523 -0.1 0.0 0.0
H 1.38844 -0.30694 1.35889 0.0 0.0 0.0
```
Positions in Å, forces in eV/Å.

Results
Lowest unoccupied orbital energy, eV: 0.7840
Net charge: 0
Orbital gap, Eh: 0.334
DFT total energy, eV: -9335.236
Energy relative to the best compared isomer or geometry (same formula, charge and spin), kcal/mol: 86.5
Maximum force, eV/A: 0.798

Entry from the OMol25 dataset: the molecule C4H10N2O in a non-equilibrium geometry (wB97M-V/def2-TZVPD).

XYZ file:
```
17
Properties=species:S:1:pos:R:3:forces:R:3
C -1.37944 -0.40648 -0.95046 0.5 -0.5 0.7
N -1.08324 0.14603 0.38520 -1.3 1.0 -0.6
C 0.25880 0.07401 0.92670 1.1 -2.2 -1.3
C 0.81974 -1.38871 0.85022 -0.3 0.7 0.2
C 1.11606 0.91040 -0.09050 -1.2 -1.2 0.3
N 0.62797 2.18163 -0.27607 1.0 0.6 -1.2
O 1.96497 0.40073 -0.78821 0.4 0.5 0.6
H -0.67737 -0.03888 -1.69904 0.1 -0.2 0.0
H -2.37722 -0.11844 -1.27231 -0.1 0.2 0.2
H -1.36647 -1.50631 -0.89183 0.1 0.2 -0.6
H -1.84850 -0.15209 0.96196 0.3 0.0 0.8
H 0.33360 0.39178 1.96391 -0.3 0.6 -0.2
H 0.70551 -1.70470 -0.18515 0.4 -0.2 0.1
H 1.86589 -1.42002 1.16214 -0.1 0.0 -0.2
H 0.25534 -2.07490 1.48493 -0.1 0.2 0.1
H 1.14029 2.54993 -1.08193 -0.2 0.2 0.3
H -0.35593 2.15602 -0.49957 -0.4 0.1 0.6
```
Positions in Å, forces in eV/Å.

Results
Lowest unoccupied orbital energy, eV: 0.9576
SMILES: CN[C@@H](C)C(N)=O
Net charge: 0
Orbital gap, Eh: 0.361
DFT total energy, eV: -9337.684
Energy relative to the best compared isomer or geometry (same formula, charge and spin), kcal/mol: 30.1
Maximum force, eV/A: 2.760

Entry from the OMol25 dataset: the molecule C4H10N2O2 (wB97M-V/def2-TZVPD).

XYZ file:
```
18
Properties=species:S:1:pos:R:3:forces:R:3
C -1.88876 0.22223 -0.51969 0.1 0.0 0.2
C 0.25245 -1.35211 1.07070 0.0 0.1 -0.1
C 1.63364 0.60171 0.64191 0.0 -0.1 -0.1
N 0.34399 -0.05250 0.40418 -0.5 0.2 -0.1
N -1.47220 0.67648 0.70309 0.4 -0.3 -0.4
C -0.15395 -0.13524 -1.08952 0.3 0.0 0.1
O 0.21616 1.11073 -1.64120 -0.2 -0.3 0.2
O 0.04446 -1.16868 -1.71239 -0.1 0.4 0.2
H 0.32303 0.93787 -2.58562 0.0 -0.1 0.0
H -1.17879 1.65247 0.62927 0.0 0.0 0.0
H -2.45653 -0.70304 -0.48932 0.0 0.0 0.0
H -2.20943 0.93944 -1.26868 0.1 0.0 0.0
H 0.31546 -1.19002 2.14639 0.0 0.0 0.0
H -0.70045 -1.81716 0.83593 0.0 0.0 0.0
H 1.63459 1.58486 0.17981 0.0 0.0 0.0
H 2.46240 0.01568 0.23070 -0.1 0.0 0.0
H 1.05709 -2.01482 0.74460 0.0 0.0 0.0
H 1.77684 0.69210 1.71981 0.0 0.0 0.0
```
Positions in Å, forces in eV/Å.

Results
Lowest unoccupied orbital energy (spin up / spin down), eV: -0.3563 / -0.3574
Net charge: 0
Orbital gap (spin up / spin down), Eh: 0.295 / 0.295
DFT total energy, eV: -11381.651
Energy relative to the best compared isomer or geometry (same formula, charge and spin), kcal/mol: 121.1
Maximum force, eV/A: 0.580

Entry from the OMol25 dataset: the molecule C4H10N2O2 in a non-equilibrium geometry (wB97M-V/def2-TZVPD).

XYZ file:
```
18
Properties=species:S:1:pos:R:3:forces:R:3
N 0.77106 -1.75250 1.52404 -0.3 0.2 1.2
C 0.49693 -1.25093 0.20087 -0.7 -3.3 -1.8
C 0.23207 0.19826 0.11897 0.6 2.5 0.8
C -1.24847 0.57227 0.58429 1.0 -0.7 -2.9
O -1.17312 1.89378 1.03989 -1.5 0.2 1.3
N 0.65308 0.86002 -1.19819 0.4 3.5 5.3
C 0.46580 0.43048 -2.41539 0.9 -0.8 -0.9
O -0.06423 -0.64111 -2.60082 -0.5 -0.4 -1.2
H 1.52526 -1.23798 1.97261 -0.1 -0.1 -0.1
H -0.05698 -1.63619 2.12934 0.7 -0.1 -0.4
H -0.41836 -1.91017 -0.14964 1.7 1.6 0.3
H 1.33577 -1.55565 -0.49295 -0.8 0.4 0.7
H 0.99687 0.77015 0.84589 -1.8 -1.4 -1.2
H -1.83181 0.50641 -0.39251 0.4 0.1 1.1
H -1.77230 -0.12138 1.27585 0.9 0.2 -0.1
H -1.95150 1.96410 1.63354 0.8 0.6 -0.5
H 0.99661 1.85260 -0.92969 -0.7 -2.4 -1.5
H 1.04334 1.05783 -3.14610 -0.8 -0.3 -0.1
```
Positions in Å, forces in eV/Å.

Results
Lowest unoccupied orbital energy, eV: 0.6203
SMILES: NC[C@H](CO)NC=O
Net charge: 0
Orbital gap, Eh: 0.367
DFT total energy, eV: -11384.109
Energy relative to the best compared isomer or geometry (same formula, charge and spin), kcal/mol: 64.4
Maximum force, eV/A: 6.401

Entry from the OMol25 dataset: a structure of composition C4H10N2O2 in a non-equilibrium geometry (wB97M-V/def2-TZVPD).

XYZ file:
```
18
Properties=species:S:1:pos:R:3:forces:R:3
C -1.42820 -0.43206 -2.03175 -2.3 0.4 -1.7
C -2.51227 -0.41496 -3.16728 1.1 -0.8 -0.6
C 1.50259 0.40329 1.98419 -0.4 -2.0 0.3
C 2.41996 0.42542 3.28177 1.8 -0.8 -1.8
H -0.31515 -1.59621 -0.75711 -0.5 0.4 -2.9
H -1.12394 -2.44866 -2.05173 0.8 1.5 0.1
H -3.45918 -0.14783 -2.57444 1.2 -0.6 -1.5
H -2.49717 -1.39138 -3.78360 -0.6 1.5 1.0
H -2.17767 0.42841 -3.87673 -0.8 -1.2 1.2
H 0.49809 1.80809 0.74676 0.4 -1.0 2.0
H 1.76692 2.49302 1.96384 -4.2 -3.3 -0.8
H 2.81056 1.57762 3.45945 -1.1 -3.4 0.3
H 3.36978 -0.38603 3.05227 -2.6 2.7 0.6
H 1.77514 -0.16022 4.01963 1.0 1.5 -0.4
N -0.63900 -1.54593 -1.81531 -0.3 -1.0 3.1
N 0.80688 1.59724 1.75699 4.5 4.1 -1.1
O -1.47083 0.61848 -1.44040 1.7 0.1 1.5
O 1.25645 -0.67174 1.41645 0.4 2.2 0.7
```
Positions in Å, forces in eV/Å.

Results
Lowest unoccupied orbital energy, eV: 0.5061
Net charge: 0
Orbital gap, Eh: 0.368
DFT total energy, eV: -11383.257
Energy relative to the best compared isomer or geometry (same formula, charge and spin), kcal/mol: 84.1
Maximum force, eV/A: 6.197

Entry from the OMol25 dataset: the molecule C4H10N2O2 in a non-equilibrium geometry (wB97M-V/def2-TZVPD).

XYZ file:
```
18
Properties=species:S:1:pos:R:3:forces:R:3
C -1.79634 -0.29117 0.88546 0.4 0.3 0.3
C -0.91630 0.24997 -0.19329 0.6 1.0 0.0
N -1.49990 1.02733 -1.12587 -0.1 0.1 0.0
C 0.27948 -0.57238 -0.60222 1.0 0.4 0.8
O 0.12259 -1.95879 -0.46991 0.0 -0.2 0.2
H 0.78275 -2.26400 0.16839 -0.1 0.0 -0.2
H -2.21424 1.66589 -0.80225 0.0 -0.1 0.0
H -0.86813 1.44451 -1.79795 -0.1 -0.1 0.1
H 0.58253 -0.33334 -1.62724 -0.1 0.1 0.0
H -2.56592 0.42460 1.16952 0.0 0.0 0.0
H -2.26113 -1.21454 0.53716 0.0 0.1 -0.1
H -1.18628 -0.53524 1.75512 -0.1 0.0 0.0
N 2.59842 0.10862 -0.05405 -0.1 0.4 0.3
C 1.22595 0.16098 0.41508 -0.2 -1.6 -1.0
O 0.56898 1.35398 0.50182 -1.4 -0.5 -0.3
H 2.71581 0.78538 -0.80308 0.0 0.0 0.0
H 3.23554 0.37888 0.68706 0.0 0.0 0.0
H 1.19620 -0.43068 1.35626 0.1 0.1 0.0
```
Positions in Å, forces in eV/Å.

Results
Lowest unoccupied orbital energy, eV: 0.8895
Net charge: 0
Orbital gap, Eh: 0.350
DFT total energy, eV: -11383.889
Energy relative to the best compared isomer or geometry (same formula, charge and spin), kcal/mol: 69.5
Maximum force, eV/A: 1.938

Question: The lowest maximum force belongs to which entry?
Answer: number 5